(a)
Formula: C5H26N2O8
Source: the Open Molecules 2025 dataset
Level of theory: the ωB97M-V functional and the def2-TZVPD basis

```
41
Properties=species:S:1:pos:R:3:nbo_charge:R:1
O -3.68095 -0.68750 -1.05183 -0.523
C -3.00481 -1.52694 -0.50994 0.419
C -2.22236 -1.05201 0.74072 -0.150
C -2.06795 0.46360 0.56732 -0.434
C -1.21089 1.14642 1.56960 -0.224
C 0.84856 1.62025 2.67820 -0.427
N 0.24706 0.97135 1.52845 -0.674
N -0.99634 -1.79260 0.99697 -0.849
H -3.03431 -2.53688 -0.82985 0.133
H -2.88002 -1.21500 1.64313 0.200
H -1.73697 0.60261 -0.46245 0.227
H -3.03433 1.08926 0.55633 0.255
H -1.60421 1.09080 2.56021 0.178
H -1.39524 2.26712 1.42858 0.169
H 0.95732 1.01099 3.62665 0.152
H 0.20582 2.39867 2.98338 0.212
H 1.93797 1.67891 2.47431 0.201
H 0.54744 0.00675 1.37940 0.390
H -0.40602 -1.36387 0.29820 0.346
H -0.93760 -2.80241 0.78946 0.397
H 1.05399 1.65315 -0.86176 0.496
H 0.27281 1.21921 -2.16136 0.501
O 0.67543 0.89956 -1.33228 -0.964
H 1.55909 -0.31196 -2.02855 0.494
H 2.33587 -1.39583 -2.47845 0.489
O 1.48026 -0.99280 -2.70319 -1.010
H 0.01702 -2.42965 -1.90638 0.500
H -0.20004 -3.96122 -1.78728 0.477
O -0.36484 -3.13824 -1.32429 -0.982
H 2.67756 -0.55896 2.79230 0.495
H 3.02385 -1.75357 1.85943 0.490
O 3.13886 -0.79847 1.92870 -0.960
H 3.36898 -0.26613 0.31661 0.497
H 2.68100 0.56562 -0.77799 0.460
O 3.26528 -0.18274 -0.64265 -0.981
H -0.49698 -0.73721 -3.28202 0.477
H 0.07687 0.16354 -4.42111 0.472
O -0.67594 -0.32700 -4.13085 -0.947
H -0.38202 2.90242 0.29414 0.493
H 0.34580 4.34987 -0.11459 0.485
O -0.38500 3.73087 -0.20527 -0.983
```

Summary:
HOMO   -8.74 eV
M   242.3 g/mol
SMILES string   CNCC[C@H](N)C=O.O.O.O.O.O.O.O
Orbital gap   8.89 eV

(b)
Formula: C5H26N2O8
Source: the Open Molecules 2025 dataset
Level of theory: the ωB97M-V functional and the def2-TZVPD basis

```
41
Properties=species:S:1:pos:R:3:nbo_charge:R:1
C 2.55178 1.84064 0.71847 -0.710
C 1.43300 1.25978 1.44157 0.659
N 0.62645 0.47355 0.79860 -0.601
C 0.71032 -0.32159 -0.39225 -0.254
C -0.65130 -0.97107 -0.62188 -0.215
N -1.07117 -1.83517 0.49786 -0.658
C -2.18328 -1.13018 1.31489 -0.394
O 1.05614 1.72316 2.55448 -0.681
H 2.33468 2.16100 -0.35211 0.217
H 3.37204 1.12660 0.80269 0.238
H 2.76684 2.81825 1.03878 0.246
H -0.21236 0.17638 1.56307 0.410
H 1.02108 0.29280 -1.31129 0.208
H 1.46149 -1.12820 -0.29480 0.210
H -1.42289 -0.22329 -0.85027 0.199
H -0.63060 -1.75335 -1.41444 0.174
H -0.30443 -2.14746 1.03275 0.375
H -2.69361 -1.77427 1.93458 0.202
H -2.95965 -0.59043 0.67360 0.202
H -1.71760 -0.36218 1.89810 0.152
H -3.70200 0.97904 -0.84162 0.458
H -4.61298 2.21168 -0.87137 0.478
O -4.39925 1.36457 -0.42157 -0.934
H 2.97514 -2.35041 1.36845 0.486
H 2.93259 -1.83489 2.86250 0.481
O 2.42999 -2.01024 2.07296 -0.963
H -0.04240 1.01138 -3.62570 0.478
H -1.21236 0.06338 -3.52651 0.480
O -0.57139 0.53836 -3.02438 -0.950
H -1.02382 -4.92801 -0.93266 0.466
H -0.29215 -3.80105 -1.67444 0.469
O -0.26295 -4.64910 -1.22379 -0.934
H -0.23926 2.76012 -2.35289 0.459
H 0.40621 3.64179 -1.49408 0.463
O 0.11597 3.58378 -2.36176 -0.921
H -1.61992 2.48671 2.20667 0.475
H -1.78190 3.97894 2.11980 0.468
O -1.90746 3.16884 1.60115 -0.943
H 2.53403 -2.07933 -2.10763 0.460
H 2.31550 -3.37418 -1.73083 0.461
O 2.82623 -2.70629 -1.44214 -0.915
```

Summary:
HOMO   -8.84 eV
M   242.3 g/mol
SMILES string   CNCCNC(C)=O.O.O.O.O.O.O.O
Orbital gap   8.76 eV

On energetic grounds, (a) is preferred over the next structure by 15.1 kcal/mol.

(a)
Formula: C15H30AsF6N2O6S3Tl
Source: the Open Molecules 2025 dataset
Level of theory: the ωB97M-V functional and the def2-TZVPD basis

```
64
Properties=species:S:1:pos:R:3:nbo_charge:R:1
Tl -0.92708 0.29685 -2.05607 0.899
F -3.29590 4.02341 2.64926 -0.280
C -2.36229 3.52373 3.43546 0.767
F -2.93377 2.77504 4.38449 -0.313
F -1.62940 4.46503 3.96353 -0.260
S -1.29768 2.38724 2.44367 2.268
O -2.39666 1.42854 1.86260 -0.970
O -0.44301 1.69433 3.34108 -0.867
N -0.74432 3.20212 1.32610 -1.212
S -0.86136 3.24077 -0.28458 2.250
O 0.29611 2.69792 -0.93412 -0.923
O -2.14914 2.78075 -0.71259 -0.918
C -0.80095 5.07901 -0.47882 0.765
F -0.78389 5.33618 -1.77059 -0.279
F -1.87823 5.59624 0.08270 -0.287
F 0.28894 5.54391 0.10308 -0.283
C 3.73746 1.15671 1.44660 -0.628
C 2.22119 1.20909 1.58253 -0.604
S 1.41303 0.08675 0.42958 1.266
O -0.08660 0.18144 0.73366 -1.105
C 1.95779 -1.49686 1.10328 -0.605
C 1.73684 -1.65715 2.59909 -0.623
H 4.18557 1.92627 2.07290 0.249
H 4.05129 1.34125 0.41853 0.228
H 4.14463 0.19795 1.76856 0.214
H 1.83938 2.18994 1.29635 0.246
H 1.87802 0.98719 2.59119 0.240
H 3.00534 -1.60442 0.81740 0.250
H 1.38865 -2.22154 0.51861 0.244
H 2.55947 -1.23737 3.17579 0.229
H 1.65315 -2.71014 2.86345 0.239
H 0.81956 -1.15079 2.90552 0.198
O 0.81889 -1.56083 -2.01914 -0.764
C 1.61400 -2.26108 -2.65681 0.756
C 1.37433 -3.71406 -2.92325 -0.516
C 1.08260 -3.80509 -4.45546 -0.396
C 0.57348 -2.51222 -5.13889 -0.415
C 1.64263 -1.47051 -5.52723 -0.424
C 2.28741 -0.72624 -4.35690 -0.209
N 2.66720 -1.71263 -3.32503 -0.614
H 0.53537 -4.05949 -2.32405 0.232
H 2.25007 -4.31315 -2.66744 0.246
H 0.34282 -4.59082 -4.60268 0.238
H 1.98244 -4.13930 -4.97541 0.215
H -0.20729 -2.04680 -4.52424 0.186
H 0.07097 -2.81303 -6.05806 0.244
H 1.20941 -0.74135 -6.21557 0.233
H 2.42867 -1.98269 -6.09104 0.215
H 1.60886 -0.00754 -3.89811 0.186
H 3.17074 -0.17378 -4.66898 0.230
H 3.26769 -2.42304 -3.72595 0.387
C -2.81542 -1.34781 1.27200 -0.992
As -3.10094 -0.04781 2.62278 1.949
C -4.91911 0.46071 2.86599 -0.982
C -2.21857 -0.47764 4.25094 -0.975
H -3.07519 -2.32566 1.67759 0.280
H -1.75353 -1.28981 1.02389 0.308
H -3.44681 -1.12336 0.41464 0.272
H -5.53279 -0.43870 2.82425 0.283
H -5.19703 1.13530 2.05771 0.289
H -5.03429 0.95081 3.83008 0.284
H -2.75923 -1.33093 4.66505 0.281
H -2.26441 0.36283 4.93847 0.291
H -1.18910 -0.74372 4.03260 0.285
```

Summary:
HOMO   -14.58 eV
Net charge   +2
M   823.9 g/mol
Orbital gap   9.12 eV

(b)
Formula: C15H30AsF6N2O6S3Tl
Source: the Open Molecules 2025 dataset
Level of theory: the ωB97M-V functional and the def2-TZVPD basis

```
64
Properties=species:S:1:pos:R:3:nbo_charge:R:1
Tl -2.65194 -0.05573 1.65772 0.919
F 0.53289 5.43199 1.76680 -0.303
C -0.27919 4.72924 2.55151 0.763
F -1.51329 5.20109 2.43349 -0.292
F 0.12350 4.80201 3.79557 -0.267
S -0.33080 2.93457 2.01869 2.255
O -1.35310 2.81896 0.99998 -0.984
O -0.45262 2.18988 3.21955 -0.865
N 1.11746 2.85154 1.31300 -1.207
S 1.61952 2.08205 0.12744 2.263
O 0.51708 1.94190 -0.99327 -0.976
O 2.31881 0.85989 0.21507 -0.828
C 2.80536 3.24816 -0.68777 0.768
F 3.17191 2.70978 -1.83850 -0.286
F 2.19198 4.40963 -0.93510 -0.314
F 3.83361 3.43390 0.09628 -0.260
C 1.97507 -3.31741 2.00030 -0.632
C 1.60062 -2.00732 1.31901 -0.601
S 0.23582 -1.21180 2.17338 1.228
O -0.10142 0.06937 1.40176 -1.105
C 1.01490 -0.72191 3.72234 -0.597
C 2.31029 0.05925 3.60172 -0.629
H 2.67959 -3.86065 1.37229 0.248
H 1.10691 -3.95730 2.16356 0.221
H 2.46198 -3.14743 2.95984 0.226
H 1.21729 -2.16466 0.30931 0.240
H 2.43395 -1.31103 1.26663 0.254
H 1.13404 -1.65572 4.27674 0.249
H 0.23895 -0.14551 4.22790 0.254
H 3.15082 -0.58120 3.33805 0.221
H 2.53842 0.52388 4.56000 0.249
H 2.22628 0.85242 2.86077 0.215
O -2.16249 -1.98414 0.07729 -0.743
C -2.41791 -2.81608 -0.79439 0.750
C -2.44013 -2.47794 -2.26267 -0.500
C -1.42144 -3.41124 -2.95400 -0.402
C -0.15992 -3.69100 -2.10335 -0.418
C -0.25270 -4.88578 -1.13289 -0.422
C -1.22623 -4.70094 0.03465 -0.217
N -2.49084 -4.14442 -0.48908 -0.612
H -2.12451 -1.43742 -2.34690 0.206
H -3.43938 -2.56639 -2.69344 0.253
H -1.13369 -2.95926 -3.90336 0.231
H -1.89782 -4.35932 -3.21353 0.211
H 0.10951 -2.77977 -1.55326 0.186
H 0.67351 -3.88360 -2.77903 0.239
H 0.74028 -5.10907 -0.73502 0.227
H -0.55074 -5.76958 -1.70501 0.216
H -0.85069 -3.99696 0.77675 0.201
H -1.42751 -5.64231 0.54181 0.229
H -2.82342 -4.69854 -1.26836 0.384
C -2.22323 2.12069 -1.94078 -0.975
As -0.59705 3.09185 -1.81433 1.953
C 0.23650 3.20714 -3.52577 -0.991
C -0.85332 4.83838 -1.08565 -0.972
H -2.84529 2.65489 -2.66154 0.281
H -2.70778 2.10953 -0.96905 0.278
H -2.01731 1.11647 -2.30515 0.274
H -0.53365 3.43053 -4.26458 0.280
H 0.70571 2.25195 -3.75409 0.283
H 0.97959 4.00249 -3.52032 0.281
H -1.04962 5.46566 -1.95812 0.280
H 0.03417 5.19610 -0.57493 0.295
H -1.70725 4.81625 -0.41597 0.288
```

Summary:
HOMO   -14.76 eV
Net charge   +2
M   823.9 g/mol
Orbital gap   9.04 eV

On energetic grounds, (a) is preferred over the next structure by 6.8 kcal/mol.